# 1
56
Properties=species:S:1:pos:R:3 method="wB97M-V/def2-TZVPD" total_charge=+1 multiplicity=1 de_lowest_kj_mol=309.2 gap_ev=5.9
C -0.76169 -4.42900 -0.08623
N 0.23623 -4.00290 0.93859
C 0.05395 -2.75889 1.22483
C 1.01925 -1.64278 1.21963
C 0.81747 -0.62978 2.17314
C 1.70918 0.43591 2.22382
C 2.72977 0.53510 1.26744
C 2.82331 -0.38189 0.22005
C 1.96989 -1.48778 0.19529
H -0.25063 -4.67919 -1.02312
H -1.41358 -5.24975 0.22974
H -1.46752 -3.59209 -0.24667
H -0.98703 -2.39873 1.44668
H -0.07300 -0.69179 2.82383
H 1.60087 1.20206 2.98902
H 3.41897 1.37475 1.32416
H 3.54548 -0.22606 -0.57461
H 1.99006 -2.21481 -0.62006
C 5.48149 -8.11532 -2.14669
C 4.97625 -8.70642 -0.98404
C 4.58015 -7.91685 0.09925
C 4.66467 -6.50840 0.03697
C 4.12768 -5.63861 1.09840
C 2.94230 -6.01503 1.76085
C 2.27733 -5.38034 2.80922
C 1.47288 -6.06541 3.79182
C 1.24428 -5.40515 5.02339
C 0.39719 -5.93590 5.98817
C -0.27241 -7.14537 5.72699
C -0.03327 -7.84152 4.52701
C 0.83358 -7.31452 3.55206
C 4.86096 -4.41854 1.39390
C 4.22923 -3.23008 1.80722
C 4.96905 -2.15522 2.29902
C 6.36786 -2.15736 2.18330
C 7.01066 -3.26339 1.60744
C 6.27201 -4.38353 1.25625
C 5.21880 -5.93159 -1.14183
C 5.60745 -6.72270 -2.22078
H 5.79717 -8.73202 -2.98193
H 4.88840 -9.79505 -0.91048
H 4.21398 -8.38539 1.01959
H 2.46662 -6.93094 1.38582
H 2.39694 -4.31704 3.01029
H 1.73331 -4.44593 5.16651
H 0.26591 -5.41868 6.93584
H -0.96775 -7.54603 6.47789
H -0.53042 -8.80027 4.36068
H 0.96737 -7.79588 2.58403
H 3.14395 -3.14791 1.68405
H 4.45834 -1.30433 2.77147
H 6.94716 -1.29990 2.53359
H 8.08909 -3.24422 1.42120
H 6.78004 -5.25876 0.84947
H 5.35444 -4.84247 -1.19301
H 6.05268 -6.24475 -3.10073

=====

# 2
64
Properties=species:S:1:pos:R:3 method="wB97M-V/def2-TZVPD" total_charge=-1 multiplicity=3 gap_ev="6.9 / 7.2"
Ni 0.21905 0.30165 0.05992
O -0.59898 0.80993 -1.69078
C -0.80220 0.10159 -2.75033
C -1.57126 0.65492 -3.80852
C -1.87596 -0.05611 -4.94741
C -1.41460 -1.36333 -5.12229
C -0.62553 -1.91192 -4.12887
C -0.30728 -1.22513 -2.95278
C 0.64162 -1.85571 -2.04457
N 0.93992 -1.38238 -0.90008
N 1.97208 -1.98266 -0.19750
C 2.54692 -1.06773 0.55643
O 2.24373 0.16398 0.61504
C 3.67154 -1.55254 1.42321
C 4.13044 -0.73111 2.44619
C 5.15810 -1.15409 3.27708
C 5.74202 -2.39810 3.08522
C 5.28976 -3.22014 2.06045
C 4.25767 -2.80127 1.23532
H -1.91952 1.67199 -3.67142
H -2.48005 0.41092 -5.71829
H -1.64766 -1.92208 -6.01923
H -0.21814 -2.91056 -4.25723
H 1.17389 -2.74231 -2.39715
H 3.65942 0.23442 2.57350
H 5.50283 -0.51045 4.07743
H 6.54454 -2.72887 3.73388
H 5.74399 -4.19136 1.90394
H 3.88509 -3.43081 0.43891
C -0.55278 5.84670 -0.97016
C 0.38114 4.90570 -1.38308
C 0.47392 3.68658 -0.72946
C -0.35332 3.43380 0.35531
C -1.30606 4.35656 0.76422
C -1.39900 5.56742 0.09600
N -0.21351 2.16237 0.98666
N -0.53337 2.12384 2.18514
C -0.45164 0.81876 2.76342
C -0.64639 0.78348 4.14194
C -0.58512 -0.44049 4.78642
C -0.34230 -1.58310 4.02695
C -0.16087 -1.50597 2.65133
C -0.21267 -0.29491 1.95444
H -0.63206 6.79429 -1.48904
H 1.02784 5.11337 -2.22609
H 1.16682 2.92104 -1.05244
H -1.96334 4.10806 1.58513
H -2.14271 6.29271 0.40256
H -0.83538 1.70393 4.68070
H -0.72300 -0.50932 5.85838
H -0.29655 -2.54718 4.52320
H 0.03803 -2.42254 2.10149
C -3.89099 -1.53147 -2.28820
N -3.34319 -1.06797 -1.03593
C -2.67253 -2.00772 -0.15591
C -3.36704 0.23132 -0.67686
O -2.88850 0.65526 0.35568
H -4.75832 -2.18282 -2.13543
H -3.13129 -2.07301 -2.85544
H -4.19406 -0.67597 -2.88959
H -2.60062 -2.96854 -0.66352
H -3.22214 -2.12823 0.78044
H -1.67075 -1.65689 0.09330
H -3.85969 0.88020 -1.42157

=====

# 3
61
Properties=species:S:1:pos:R:3 method="wB97M-V/def2-TZVPD" smiles="CCOC(=O)[C@H]([C@H](c1ccccc1)c1ccc(Oc2ccccc2)cc1)S(=O)(=O)c1ccccc1" multiplicity=1 de_lowest_kj_mol=0.0 gap_ev=9.2
C 5.30461 -1.00427 3.50318
C 4.42558 -1.76005 2.70701
C 3.57156 -1.09991 1.81216
C 3.62013 0.29966 1.71977
O 2.61867 0.95745 0.96380
C 1.36240 1.02218 1.60000
C 1.20722 1.70909 2.81333
C 0.02004 1.58136 3.53340
C -1.05133 0.76942 3.16608
C -2.26163 0.67086 4.17837
C -3.41464 -0.08018 3.44010
C -4.71919 0.45905 3.50257
C -5.79186 -0.29654 3.02550
C -5.58882 -1.54663 2.44715
C -4.29054 -2.04281 2.34578
C -3.22014 -1.31653 2.83985
C -0.93024 0.25234 1.83080
C 0.26918 0.33154 1.09094
C 4.55970 1.04247 2.44611
C 5.39528 0.38804 3.35519
H 5.95577 -1.51889 4.20979
H 4.35747 -2.85532 2.80528
H 2.85149 -1.64666 1.19738
H 2.05114 2.31031 3.19650
H -0.03114 2.13489 4.47692
H -2.56028 1.77964 4.30003
H -4.87491 1.43869 3.96611
H -6.80988 0.10289 3.15071
H -6.43256 -2.11519 2.05130
H -4.10674 -3.02884 1.90523
H -2.19824 -1.74197 2.79353
H -1.72256 -0.28375 1.32322
H 0.39056 -0.14042 0.10609
H 4.59055 2.11399 2.30857
H 6.08928 0.96845 3.96402
C -5.91090 -2.93299 6.84633
C -4.56331 -2.68136 6.16604
O -4.16946 -1.34667 6.32384
C -2.91697 -1.04935 5.93958
C -2.56883 0.41598 5.67204
S -1.26979 0.74101 7.00059
C -1.66236 2.40128 7.59665
C -1.93170 3.38568 6.64564
C -2.27162 4.68255 7.06571
C -2.29455 4.97115 8.42049
C -1.99627 4.00270 9.38790
C -1.67360 2.68945 8.96574
O -1.46020 -0.06296 8.21187
O -0.00334 0.73759 6.36889
O -2.11638 -1.94322 5.74796
H -6.34045 -3.88839 6.47564
H -5.77167 -3.05366 7.94416
H -6.65464 -2.12694 6.66988
H -3.80911 -3.31814 6.62972
H -4.67085 -2.91697 5.09733
H -3.39424 0.96235 6.25211
H -1.86370 3.14353 5.59967
H -2.50929 5.41770 6.30660
H -2.60600 5.98249 8.74686
H -2.01405 4.23668 10.46074
H -1.42463 1.93116 9.70480

=====

# 4
64
Properties=species:S:1:pos:R:3 method="wB97M-V/def2-TZVPD" total_charge=+2 multiplicity=1 de_lowest_kj_mol=0.0 gap_ev=6.8
Lu -15.27140 1.26717 14.31067
C -20.43956 1.27340 16.25694
S -19.75535 -0.38044 16.01599
C -18.10910 -0.06578 15.54362
S -17.69587 1.59771 15.24580
N -17.37280 -1.10859 15.29221
N -16.05875 -0.84933 14.89958
C -15.29134 -1.87294 14.69203
C -13.86999 -1.60939 14.34150
C -13.02345 -2.64787 14.00225
C -11.66391 -2.35809 13.91890
C -11.20130 -1.08408 14.04050
C -12.14176 -0.07836 14.25222
N -13.45648 -0.29690 14.43021
H -21.36550 1.06107 16.70782
H -20.51925 1.80429 15.32388
H -19.74334 1.82527 16.93193
H -15.70212 -2.86785 14.69370
H -13.39469 -3.66879 13.94069
H -10.94720 -3.15255 13.72543
H -10.13937 -0.83645 13.83042
H -11.86553 0.95197 14.24069
C -14.11847 3.98125 7.16088
C -15.08510 4.29057 8.11984
C -14.84601 4.03222 9.48793
C -13.69932 3.34445 9.85210
C -12.77747 2.97226 8.90154
C -12.94808 3.38751 7.56757
As -13.25874 2.73747 11.72958
C -14.59713 3.93350 12.63780
C -14.39874 5.25349 12.99016
C -15.49544 6.03705 13.35856
C -16.76344 5.46865 13.44592
C -16.97182 4.13397 13.07896
C -15.91687 3.41349 12.57503
C -15.99478 2.03226 12.01102
C -17.14816 1.26011 12.09985
C -17.05024 -0.10642 11.93264
C -15.81373 -0.70132 11.56595
C -14.67446 0.09181 11.39907
C -14.76900 1.44876 11.66944
H -14.31001 4.19881 6.13558
H -16.00573 4.75518 7.83142
H -15.57679 4.30676 10.25793
H -11.85280 2.45571 9.19761
H -12.16596 3.22105 6.88857
H -13.43942 5.77009 13.06131
H -15.35990 7.10952 13.50441
H -17.64435 6.06621 13.66544
H -17.98419 3.73487 13.06664
H -18.06164 1.70269 12.37878
H -17.93269 -0.68256 11.94966
H -15.70428 -1.77183 11.40953
H -13.74631 -0.36495 11.01914
C -14.70184 4.56036 17.32340
C -14.92069 3.12908 17.08654
C -15.45571 2.29727 18.22454
O -14.67700 2.60488 15.98305
H -14.18911 4.73492 18.27522
H -15.65345 5.07523 17.38849
H -14.12541 5.00469 16.51671
H -15.04031 2.63203 19.19064
H -15.33810 1.19162 18.04990
H -16.48349 2.50316 18.24012

=====

# 5
78
Properties=species:S:1:pos:R:3 method="wB97M-V/def2-TZVPD" multiplicity=6 de_lowest_kj_mol=28.8 gap_ev="7.2 / 7.1"
Ru 0.19890 -0.22862 0.71902
F 3.37038 0.41898 5.25018
C 3.23810 0.64753 3.93318
C 2.13701 0.15017 3.26462
C 2.00352 0.39242 1.90492
C 2.98615 1.13521 1.22018
C 4.07353 1.60572 1.95654
F 5.05723 2.33178 1.36933
C 4.22553 1.37849 3.30538
C 2.79014 1.39411 -0.22378
C 3.68230 2.07139 -1.06162
C 3.36051 2.25940 -2.39135
C 2.15445 1.78649 -2.88453
C 1.31832 1.12499 -2.00980
N 1.63509 0.92213 -0.72955
H 1.38354 -0.40372 3.80865
H 5.07843 1.76584 3.84277
H 4.61121 2.44819 -0.67418
H 4.05115 2.78465 -3.03898
H 1.86359 1.93601 -3.91527
H 0.35706 0.74532 -2.32227
O -4.00681 -3.68695 3.43878
C -4.36481 -3.47022 2.18740
O -5.42639 -3.82652 1.73635
C -3.41266 -2.70380 1.33196
C -3.64087 -2.44963 -0.00650
N -2.59250 -1.75786 -0.46996
N -1.68297 -1.55325 0.48956
C -2.16651 -2.10929 1.59087
C -1.30929 -2.02669 2.81682
O -1.66340 -2.64482 3.82651
O -0.24548 -1.34759 2.68509
H -3.10017 -3.30344 3.63640
H -4.47387 -2.73234 -0.62720
H -2.35437 -1.51918 -1.42709
O -0.41763 3.02256 3.47761
S -1.57684 2.39857 2.91371
O -2.51362 1.74213 3.77294
N -1.14166 1.40430 1.67412
C -1.54833 1.85573 0.49270
O -1.23870 1.24198 -0.55608
C -2.34046 3.11131 0.55392
C -2.93074 3.81820 -0.47684
C -3.62412 4.97753 -0.15349
C -3.71557 5.40924 1.16803
C -3.11960 4.69538 2.20189
C -2.43670 3.54664 1.86106
H -2.85169 3.46707 -1.49732
H -4.10168 5.55373 -0.93484
H -4.26279 6.31478 1.39485
H -3.18998 5.02467 3.22953
S -0.60089 -1.67787 -3.11479
C -0.93044 -0.50152 -4.22719
N -0.11269 -0.12796 -5.22181
C -0.44986 1.09038 -5.94112
C -1.96748 1.18628 -5.86005
S -2.38269 0.46848 -4.24329
H 0.80102 -0.55189 -5.26506
H -0.10393 1.03152 -6.97174
H 0.01514 1.95717 -5.46012
H -2.44916 0.60033 -6.64103
H -2.31682 2.21413 -5.90761
C 1.12742 -4.84711 -1.13455
O 0.81569 -3.46637 -0.87769
P 1.33264 -2.71334 0.43014
O 2.94165 -2.85540 0.41854
C 3.69845 -1.94753 -0.38871
O 0.98539 -3.78678 1.55001
C 1.46080 -3.64076 2.90585
H 2.19324 -5.02840 -0.99801
H 0.84632 -5.03840 -2.16641
H 0.55668 -5.48533 -0.46372
H 4.29951 -2.53014 -1.08479
H 4.34548 -1.35710 0.25852
H 3.05245 -1.27588 -0.96088
H 0.60029 -3.70463 3.56630
H 1.95361 -2.68039 3.04926
H 2.16227 -4.45021 3.09571

=====

# 6
64
Properties=species:S:1:pos:R:3 method="wB97M-V/def2-TZVPD" total_charge=-1 multiplicity=3 gap_ev="6.4 / 6.5"
Ni 1.76100 0.06031 -0.16280
C 3.82952 2.37242 0.21815
N 2.58547 1.94817 0.84609
C 1.63638 3.05600 0.85413
C 2.81736 1.49192 2.21676
C 3.56242 0.16116 2.26685
N 2.97205 -0.72857 1.29356
C 3.21389 -2.03275 1.29789
C 2.73386 -2.79079 0.18656
F 2.15459 -2.06504 -0.80024
C 2.85056 -4.14500 0.06727
F 2.35833 -4.77027 -1.01708
C 3.48649 -4.90252 1.04133
C 4.01241 -4.20393 2.11127
F 4.66842 -4.89583 3.06634
C 3.90118 -2.83922 2.24903
F 4.48042 -2.27533 3.34215
H 4.32089 3.16852 0.80197
H 3.61629 2.74692 -0.78252
H 4.51332 1.52914 0.12758
H 2.00750 3.89467 1.46690
H 0.67892 2.71708 1.24827
H 1.47583 3.39982 -0.16672
H 1.83668 1.35036 2.67636
H 3.36731 2.25518 2.79277
H 3.50551 -0.21452 3.29098
H 4.62842 0.32183 2.04613
H 3.58638 -5.97310 0.95554
C 0.51157 0.85896 -1.37208
Ge -1.36300 0.50641 -1.21156
C -1.66939 -1.42038 -0.88748
C -0.99636 -1.99826 0.19059
C -1.12021 -3.35009 0.47275
C -1.89718 -4.15713 -0.34727
C -2.55567 -3.60469 -1.43533
C -2.45221 -2.24270 -1.69233
C -2.07768 1.39940 0.43191
C -2.51492 0.69909 1.55410
C -2.85313 1.36130 2.72783
C -2.76294 2.74375 2.80061
C -2.33981 3.45998 1.68851
C -1.99943 2.78931 0.52310
C -2.58871 1.09977 -2.66437
C -3.97313 1.00444 -2.52988
C -4.82058 1.41456 -3.54980
C -4.29474 1.93789 -4.72339
C -2.91859 2.04448 -4.87148
C -2.07851 1.62381 -3.84875
H 0.73121 1.69337 -2.04982
H -0.35293 -1.36969 0.80132
H -0.60359 -3.78061 1.32297
H -1.97899 -5.21826 -0.14330
H -3.14634 -4.23789 -2.08773
H -2.98248 -1.81559 -2.53794
H -2.58958 -0.38147 1.51141
H -3.18438 0.79546 3.59133
H -3.01591 3.25969 3.71936
H -2.26871 4.54096 1.73671
H -1.65701 3.35536 -0.33886
H -4.39328 0.60623 -1.61133
H -5.89489 1.32947 -3.43173
H -4.95498 2.26235 -5.51902
H -2.50270 2.45576 -5.78401
H -1.00225 1.69831 -3.96960

=====

# 7
66
Properties=species:S:1:pos:R:3 method="wB97M-V/def2-TZVPD" total_charge=-1 multiplicity=1 gap_ev=6.2
Mg -1.78291 -0.92969 -1.06963
S -2.26329 -3.22513 -1.78585
S -4.26052 -2.89061 -1.26515
S -4.83583 -1.26903 -2.35619
S -3.87500 0.35021 -1.47024
C 1.81479 2.79801 3.58054
C 0.90937 1.81826 2.87892
C -0.42340 1.65907 3.24600
C -1.27039 0.76476 2.61307
C -2.69654 0.75310 3.05186
O -3.19078 1.75237 3.54495
C -3.49878 -0.50508 2.97931
C -2.93668 -1.73750 3.29296
C -3.71418 -2.88250 3.26420
C -5.04922 -2.80449 2.88850
C -5.60775 -1.57884 2.55936
C -4.83829 -0.42708 2.61999
C -0.81929 -0.01725 1.50097
O -1.61382 -0.81876 0.89935
C 0.55194 0.16641 1.10673
C 1.36473 1.05711 1.81644
C 1.12411 -0.52771 -0.05466
N 0.40420 -0.97766 -1.02103
C 0.98888 -1.75860 -2.10705
C 0.91854 -1.08358 -3.48150
Te -0.55942 0.45639 -3.70879
C 0.69762 1.90867 -2.77939
C 1.78904 2.44228 -3.46479
C 2.64042 3.35088 -2.84949
C 2.40473 3.74562 -1.53841
C 1.31235 3.23493 -0.85182
C 0.46467 2.32360 -1.47044
C 2.61936 -0.65456 -0.07192
C 3.37456 0.10276 -0.96150
C 4.75864 0.00329 -0.96030
C 5.39482 -0.86004 -0.07915
C 4.64276 -1.61717 0.80925
C 3.25977 -1.50752 0.82019
H 1.34493 3.17620 4.48986
H 2.04854 3.66171 2.95030
H 2.76499 2.33915 3.86401
H -0.84077 2.25638 4.05011
H -1.88203 -1.79707 3.53593
H -3.27223 -3.84149 3.50529
H -5.64838 -3.70529 2.82915
H -6.63904 -1.52221 2.23415
H -5.25628 0.53453 2.35394
H 2.39557 1.18197 1.50133
H 0.42204 -2.69198 -2.14271
H 2.02903 -2.01618 -1.89978
H 0.67238 -1.81517 -4.24939
H 1.86596 -0.61338 -3.74495
H 1.97870 2.13851 -4.48868
H 3.48800 3.75119 -3.39385
H 3.06864 4.45245 -1.05535
H 1.12013 3.52785 0.17368
H -0.37514 1.92300 -0.91346
H 2.87439 0.78061 -1.64425
H 5.33908 0.60566 -1.64899
H 6.47488 -0.94140 -0.08100
H 5.13486 -2.28969 1.50086
H 2.66848 -2.08033 1.52485
N -2.27312 -1.73327 -4.81784
H -2.22083 -2.52954 -4.18375
H -2.31714 -2.07245 -5.77155
H -3.16487 -1.29471 -4.60317

=====

Short version: electronic energy = -31976.0655, -85132.6914, -51564.6446, -153146.9836, -108248.5336, -141918.9143, -93672.4439 eV, in the order given.